Version w
This record from the OMol25 dataset describes a 2-piece molecular cluster, C5H15N2O overall. The level of theory is the ωB97M-V functional and the def2-TZVPD basis.

Properties
**LUMO energy (alpha / beta)**: 0.61 / 0.50 eV
**⟨S²⟩**: 0.756
**Spin multiplicity**: 2
**Orbital gap (alpha / beta)**: 0.1319 / 0.2804 Eh

Element x y z (Å)
C1 -0.78396 -1.58559 0.90245
C2 0.11741 -0.94056 1.76116
N1 -0.23282 -0.10864 2.82255
C3 0.66612 0.96522 3.17788
H1 -1.84557 -1.53151 1.12387
H2 -0.45316 -2.41266 0.29327
H3 1.17569 -1.13948 1.61883
H4 -1.20379 0.15080 2.85362
H5 0.31949 1.46550 4.08264
H6 1.66524 0.57516 3.35336
H7 0.77155 1.72366 2.37333
C4 0.47938 -0.31096 -2.67440
O1 0.26138 -0.33732 -4.07909
C5 -0.51310 0.69723 -2.13168
N2 -0.27786 0.84229 -0.67232
H8 1.51202 -0.02478 -2.44977
H9 0.29174 -1.28584 -2.21359
H10 0.60981 -1.17554 -4.41284
H11 -0.38801 1.63884 -2.66096
H12 -1.53561 0.32757 -2.22935
H13 0.70710 1.03854 -0.45157
H14 -0.47055 -0.09830 -0.16379
H15 -0.87253 1.52637 -0.22361



Version x
This record from the OMol25 dataset describes a 2-piece molecular cluster, C5H15N2O overall. The level of theory is the ωB97M-V functional and the def2-TZVPD basis.

Properties
**LUMO energy (alpha / beta)**: 0.89 / 0.62 eV
**⟨S²⟩**: 0.751
**Spin multiplicity**: 2
**Orbital gap (alpha / beta)**: 0.1381 / 0.3172 Eh

Element x y z (Å)
C1 -0.46685 -0.10209 -1.41292
C2 -1.17247 0.84070 -0.39467
C3 -0.54961 0.90455 1.00198
N1 -0.37143 -2.71425 2.25657
C4 -0.88378 -1.54053 1.68785
C5 -0.16308 -0.41439 1.62891
N2 1.01093 -0.27906 -1.19371
H1 -0.57946 0.16508 -2.45827
H2 -0.85358 -1.11073 -1.27593
H3 -1.11832 1.84379 -0.82697
H4 -2.20374 0.49186 -0.47724
H5 -1.31443 1.26026 1.71318
H6 0.25146 1.64013 1.02669
H7 0.33541 -2.54977 2.95327
H8 -0.64768 -3.63443 2.00775
H9 -1.70734 -1.73509 1.00515
H10 0.71814 -0.36084 2.26458
H11 1.30468 -0.62941 -0.24283
H12 1.44288 -0.89237 -1.90860
H13 1.51540 0.62906 -1.10573
H14 1.10471 3.00251 -2.29263
H15 2.62000 2.72405 -2.12742
O1 1.72819 2.46097 -1.82900



Of them, version w has the lowest stability.



Version w
This record from the OMol25 dataset describes a 2-piece molecular cluster, C3H4ClN3 overall. The level of theory is the ωB97M-V functional and the def2-TZVPD basis.

Properties
**LUMO energy**: -0.20 eV
**Spin multiplicity**: 1
**Orbital gap**: 0.3112 Eh

Element x y z (Å)
C1 1.11931 2.74962 -2.54180
C2 -0.61806 2.10222 1.03786
C3 -0.33080 -0.21488 1.50259
N1 1.79459 3.23822 -3.31464
N2 -0.55413 0.98255 1.47342
N3 0.28754 2.14788 -1.82281
Cl1 -0.68343 3.60447 1.65943
H1 -0.92832 -1.10947 1.74266
H2 0.73955 -0.51760 1.38190
H3 -0.53982 2.61250 -1.15806
H4 0.77147 1.44404 -1.22631



Version x
This record from the OMol25 dataset describes C3H4ClN3 as an isolated structure. The level of theory is the ωB97M-V functional and the def2-TZVPD basis.

Properties
**LUMO energy**: -0.53 eV
**Spin multiplicity**: 1
**Orbital gap**: 0.2994 Eh

Element x y z (Å)
C1 0.39764 -0.32374 0.36831
C2 -0.02864 0.98146 0.02666
C3 -0.76975 0.60817 -1.14297
H1 1.81621 0.42709 1.83349
H2 1.36018 -1.35212 1.76193
H3 0.18502 2.00569 0.50893
H4 -2.09554 -1.38866 -1.03780
N1 1.53784 -0.54971 1.27920
N2 -0.78898 -0.70581 -1.16919
N3 -0.15335 -1.35296 -0.19824
Cl1 -1.46064 1.65058 -2.23032



Of them, version w has the lowest stability.



Version w
This record from the OMol25 dataset describes an isolated ion of composition C9H11N4 and charge +1. The level of theory is the ωB97M-V functional and the def2-TZVPD basis.

Properties
**SMILES**: N#C/C=C/Cc1c[nH]cc(N)c1=[NH2+]
**LUMO energy**: -3.94 eV
**Spin multiplicity**: 1
**Orbital gap**: 0.3280 Eh
**Net charge**: +1

Element x y z (Å)
N1 4.68075 -0.97091 1.34964
C1 3.79814 -0.58061 0.74922
C2 2.61851 0.11861 0.16421
C3 2.30654 0.48270 -1.07533
C4 0.94098 1.16455 -1.29633
C5 -0.06980 0.77530 -0.24927
C6 -0.61573 1.78110 0.48779
N2 -1.70839 1.58637 1.27202
C7 -2.27098 0.30765 1.30885
C8 -1.70436 -0.79709 0.61341
N3 -2.27456 -1.98415 0.42055
C9 -0.59984 -0.54904 -0.28460
N4 -0.25301 -1.60596 -1.03923
H1 1.85834 0.10858 1.01989
H2 2.94502 0.39437 -1.99843
H3 0.38392 0.84629 -2.32349
H4 1.10034 2.22248 -1.24078
H5 -0.32626 2.81805 0.32410
H6 -2.12848 2.37196 1.75513
H7 -3.16414 0.19904 1.80137
H8 -3.20855 -1.96926 0.71262
H9 -1.83928 -2.84169 0.28591
H10 0.40262 -1.50113 -1.79404
H11 -0.87176 -2.37724 -0.96320



Version x
This record from the OMol25 dataset describes C9H11N4 as an isolated structure. The level of theory is the ωB97M-V functional and the def2-TZVPD basis.

Properties
**LUMO energy**: -3.92 eV
**Spin multiplicity**: 1
**Orbital gap**: 0.2572 Eh
**Net charge**: +1

Element x y z (Å)
C1 -3.03315 0.34006 -0.35550
C2 -2.73400 1.56390 0.14965
C3 -2.13578 -0.71337 -0.37100
C4 -1.36608 1.86525 0.34643
C5 -0.81274 -0.51995 0.07229
C6 -0.45334 0.83461 0.28440
C7 2.85076 1.04469 -0.57306
C8 1.59199 -0.17593 0.84078
C9 0.32796 -2.69969 -0.11423
N1 1.79928 1.77292 -0.32469
N2 0.11420 -1.39884 0.41586
N3 0.89504 1.04669 0.53968
N4 2.75916 -0.10932 0.08736
H1 -4.00930 -0.13945 -0.33334
H2 -3.54905 2.27242 0.21263
H3 -2.46466 -1.69718 -0.59253
H4 -1.12766 3.00340 0.47648
H5 3.61089 1.50926 -1.22231
H6 1.69751 -0.40333 1.82087
H7 -0.73514 -3.28036 -0.04435
H8 0.67271 -2.59638 -1.17366
H9 1.13571 -3.27449 0.48074
H10 1.43244 2.64133 -0.80172
H11 3.53322 -0.88626 0.17923



Of them, version x has the lowest stability.



Version w
This record from the OMol25 dataset describes one molecule with the formula C3H4F3N. The level of theory is the ωB97M-V functional and the def2-TZVPD basis.

Properties
**SMILES**: C=C(F)C(N)(F)F
**LUMO energy**: 0.36 eV
**Spin multiplicity**: 1
**Orbital gap**: 0.3551 Eh

Element x y z (Å)
C1 -1.52869 0.36786 -1.22601
C2 -0.82919 -0.11055 0.10351
F1 -1.25633 -1.17147 0.70294
C3 0.58274 0.27567 0.35668
N1 1.36409 -0.90163 0.56204
F2 1.20663 1.05625 -0.53966
F3 0.54229 1.17563 1.45616
H1 -2.57247 -0.05696 -1.36416
H2 -1.21320 1.17778 -1.94481
H3 1.35927 -1.13065 1.54214
H4 2.34487 -0.68192 0.35116



Version x
This record from the OMol25 dataset describes one molecule with the formula C3H4F3N. The level of theory is the ωB97M-V functional and the def2-TZVPD basis.

Properties
**SMILES**: C=C(F)CN(F)F
**LUMO energy**: 0.98 eV
**Spin multiplicity**: 1
**Orbital gap**: 0.4169 Eh

Element x y z (Å)
C1 -1.14213 0.59115 1.22030
C2 -1.01015 -0.01934 0.09975
F1 -2.08948 -0.31531 -0.63285
C3 0.35062 -0.61909 -0.89139
N1 1.59749 0.14059 -0.77014
F2 1.38582 1.33123 -0.10754
F3 2.51902 -0.56427 0.01146
H1 -2.07220 0.70434 1.67204
H2 -0.26004 0.79357 1.90573
H3 0.03658 -0.40790 -1.84113
H4 0.68446 -1.63496 -0.66623



Of them, version x has the lowest stability.



Version w
This record from the OMol25 dataset describes one molecule with the formula C4H8FO3P. The level of theory is the ωB97M-V functional and the def2-TZVPD basis.

Properties
**LUMO energy (alpha / beta)**: -0.40 / -0.40 eV
**Spin multiplicity**: 1
**Orbital gap (alpha / beta)**: 0.2940 / 0.2940 Eh

Element x y z (Å)
C1 -0.07472 -1.17637 1.12666
C2 0.85994 -0.79789 -0.00657
C3 -0.87563 0.70837 -0.91606
C4 0.36018 3.73000 -0.01753
O1 0.13645 2.64379 -2.52640
O2 -1.32550 0.34456 -2.11988
O3 0.47679 0.51002 -0.51716
F1 0.09798 3.50112 1.31846
P1 -0.39543 2.63377 -1.17095
H1 -1.06011 -0.98230 0.94883
H2 0.04330 -2.16850 1.43288
H3 0.26130 -0.67735 1.94876
H4 0.71149 -1.65019 -0.82158
H5 1.83629 -0.58762 0.16682
H6 -1.69581 0.68655 -0.10420
H7 0.31467 4.67305 -0.42675
H8 -0.72506 0.67958 -2.84511



Version x
This record from the OMol25 dataset describes a 2-piece molecular cluster, C4H8FO3P overall. The level of theory is the ωB97M-V functional and the def2-TZVPD basis.

Properties
**LUMO energy (alpha / beta)**: -0.03 / -0.03 eV
**Spin multiplicity**: 1
**Orbital gap (alpha / beta)**: 0.3017 / 0.3017 Eh

Element x y z (Å)
C1 -0.91800 -1.68118 -1.19573
C2 -1.08813 -0.17619 -1.31543
C3 -0.27689 0.41597 0.85280
C4 1.84279 0.99578 1.52418
O1 2.69263 -0.37987 -0.49578
O2 -1.06341 1.26878 1.52284
O3 -0.17475 0.57845 -0.50024
F1 1.57537 2.12667 2.20578
P1 2.24739 0.99304 -0.24950
H1 -1.24325 -2.04698 -0.22399
H2 -1.52440 -2.16583 -1.95439
H3 0.12498 -1.95049 -1.34495
H4 -2.11413 0.12420 -1.06391
H5 -0.85523 0.15416 -2.32906
H6 -0.36172 -0.59593 1.23596
H7 2.13167 0.17946 2.18276
H8 -0.99491 2.15995 1.14867



Of them, version w has the lowest stability.



Version w
This record from the OMol25 dataset describes a 2-piece molecular cluster, C5H13N4 overall. The level of theory is the ωB97M-V functional and the def2-TZVPD basis.

Properties
**LUMO energy**: -4.02 eV
**Spin multiplicity**: 1
**Orbital gap**: 0.2897 Eh
**Net charge**: +1

Element x y z (Å)
C1 -1.63572 0.79971 1.17936
C2 -1.57545 1.06708 -0.23005
C3 2.24230 -0.80772 -0.09603
C4 0.48051 0.54374 -0.95328
C5 0.78567 -0.60036 -0.09828
N1 -2.41076 -0.11482 1.67301
N2 -2.41818 1.44850 -1.07680
N3 0.48582 0.34997 -2.31879
N4 0.26716 -0.30795 1.15220
H1 -1.10449 1.34445 1.86726
H2 2.70036 0.07322 0.44805
H3 2.63980 -0.87596 -1.09141
H4 2.64810 -1.67786 0.55119
H5 0.97113 1.37126 -0.60589
H6 0.22457 -1.44399 -0.37415
H7 -2.57910 -0.08943 2.69886
H8 -2.22755 1.28980 -2.03646
H9 -0.37862 -0.11292 -2.64873
H10 0.53232 1.30171 -2.78202
H11 0.37578 -1.15491 1.69168
H12 -2.94286 -0.86656 1.06199
H13 0.88543 0.37185 1.47046



Version x
This record from the OMol25 dataset describes an isolated ion of composition C5H13N4 and charge +1. The level of theory is the ωB97M-V functional and the def2-TZVPD basis.

Properties
**LUMO energy**: -3.20 eV
**Spin multiplicity**: 1
**Orbital gap**: 0.3349 Eh
**Net charge**: +1

Element x y z (Å)
C1 2.10548 1.01629 0.15109
C2 -0.93654 -1.02834 -0.22773
C3 -0.61375 0.47036 -0.01895
C4 -0.68117 0.88510 1.48718
C5 1.90691 -1.52503 -0.03295
N1 0.87082 0.63217 -0.64925
N2 -2.19415 -1.19920 -0.48257
N3 -1.50201 1.32176 -0.81715
N4 1.97572 -0.24770 -0.59257
H1 1.94135 0.85958 1.17353
H2 -0.32057 1.85764 1.54983
H3 -0.00635 0.42254 2.08876
H4 -1.70704 1.01041 1.71398
H5 2.56366 -2.30262 -0.36446
H6 2.11896 -1.41315 1.03757
H7 0.83793 -1.85532 -0.11057
H8 0.70409 1.10690 -1.57894
H9 -2.56870 -2.07794 -0.63487
H10 -2.97678 -0.46722 -0.45148
H11 -2.20893 1.94153 -0.32311
H12 -1.99099 0.87694 -1.58190
H13 2.68205 -0.28471 -1.33545



Of them, version x has the lowest stability.